1.
A structure of composition C22H17BrN3O3Se2V at a distorted geometry, computed with ωB97M-V/def2-TZVPD.

ΔE to the lowest compared entry with this formula, charge and spin: 18.3 kcal/mol
LUMO energy (alpha / beta): -4.069 / -6.011 eV
Frontier orbital gap (alpha / beta): 7.1 / 5.2 eV
2S+1: 4
E_HOMO (alpha / beta): -11.1 / -11.2 eV
⟨S²⟩: 3.773
Total charge: +1

```
49
Properties=species:S:1:pos:R:3:mulliken_charge:R:1
H -3.56248 3.06372 -2.28738 0.3855
Br -4.82406 -0.79578 -1.65287 -0.0842
H 3.38077 -3.85379 2.95166 0.4066
C 3.60720 -2.31483 1.52379 -0.7096
C 1.61036 2.15494 1.16995 0.9800
C -3.30118 -1.80788 -1.32173 -0.5210
H 3.27799 4.78117 2.57764 0.2537
C -1.83597 -3.40697 -2.47622 -1.0870
C -0.68534 0.73859 -2.73323 0.7160
N -0.99117 1.11895 -1.48864 0.1298
O 1.62800 1.50594 -0.11764 -0.3748
H 4.72447 -2.25826 1.57611 0.3527
C 0.69274 1.94444 2.15117 0.6700
H -0.23030 2.74410 3.99919 0.4400
C 1.44245 -3.08942 2.21064 -0.9478
C 0.84255 -2.19338 1.35734 -0.0179
N 1.55984 -1.45070 0.49783 0.5273
O -0.65832 0.19525 1.07241 0.1843
H -2.38319 -0.92545 0.46523 0.7843
C 2.49024 3.93554 2.52353 -0.3245
H 2.59843 1.06857 -0.22449 -0.0391
C -0.84120 -3.00511 -1.59076 -0.2826
C 2.67140 3.04898 1.46024 -0.8846
Se 4.00232 -0.31262 -0.43438 -0.0091
H -2.29011 2.29599 -0.33495 0.5539
C -2.67907 1.64938 -3.68034 -0.3722
C 2.85895 -3.22494 2.24163 -0.3783
C -0.30007 0.83460 2.18641 0.1791
H -3.44842 1.73328 -4.43662 0.4497
N -1.07514 -1.94408 -0.71959 0.4200
C 1.41814 3.87907 3.42240 -0.5352
C -3.09393 -2.79271 -2.29456 -0.1970
H -1.26983 0.38280 -4.77770 0.4840
H -0.22599 -2.07286 1.37223 0.3291
V 0.23082 -0.36172 -0.68224 0.5614
H 0.80292 -3.55296 2.93029 0.4553
Se 0.81445 -0.38485 -3.02318 -0.3280
H -3.85985 -2.93800 -3.05009 0.4122
C 0.54425 2.86173 3.25442 -0.9821
C -1.55406 0.86076 -3.85548 -0.7647
C -2.33654 -1.54363 -0.39955 -0.2183
H 0.03064 -3.53504 -1.38184 0.5361
H 1.19039 4.70520 4.10787 0.3831
H -1.65200 -4.17683 -3.17252 0.5130
C -2.86178 2.23996 -2.39991 -0.7800
C -2.10281 1.92742 -1.31182 -0.2919
H 3.55653 3.11765 0.81393 0.3646
C 2.87368 -1.42200 0.70566 0.3372
O -0.78672 0.57578 3.27615 -0.6791
```


2.
A cluster of 2 separate species, H6NO in total at a distorted geometry, computed with ωB97M-V/def2-TZVPD.

ΔE to the lowest compared entry with this formula, charge and spin: 2.0 kcal/mol
LUMO energy: -4.096 eV
Frontier orbital gap: 13.0 eV
E_HOMO: -17.1 eV
Total charge: +1

```
8
Properties=species:S:1:pos:R:3:mulliken_charge:R:1
O -0.56519 -1.42167 -0.34506 -0.6803
H -0.32163 1.61359 -0.04744 0.3832
H -0.73026 -2.34546 -0.12072 0.3375
H 0.10839 0.02639 0.29011 0.3326
H 0.55956 1.34215 1.34661 0.3861
H -0.68226 -1.32403 -1.29698 0.3287
H 1.23099 1.07993 -0.21546 0.3972
N 0.40040 1.02911 0.38894 -0.4850
```


3.
A cluster of 2 separate species, C32H45N2O6P in total at a distorted geometry, computed with ωB97M-V/def2-TZVPD.

LUMO energy: -2.379 eV
Frontier orbital gap: 3.8 eV
E_HOMO: -6.2 eV
Total charge: 0

```
86
Properties=species:S:1:pos:R:3:mulliken_charge:R:1
H 5.08564 2.12403 -2.01451 0.3773
C 1.21800 2.48801 -1.99451 -0.3061
C -3.98291 0.48430 -1.28005 -0.0423
C -5.91572 1.76557 -1.99197 -0.5136
H -0.92470 1.93784 3.75554 0.2999
H -0.12646 -4.85047 -3.23595 0.3796
H -6.42979 2.35998 -2.74052 0.4054
H -4.14166 1.46653 -3.18680 0.4174
C -1.78274 4.89189 2.19290 -1.8488
C -4.52880 3.76078 1.85026 -1.3297
C 6.51154 -1.20589 -0.79385 -1.2772
C -1.29695 3.44718 2.21929 2.1123
C -4.11098 1.45853 2.48114 -0.0502
H -2.25016 2.81916 0.32923 0.7291
C 3.40399 3.43175 -2.43053 -0.5627
C 5.11606 -1.76814 -0.99088 0.1245
C -4.63617 1.25493 -2.24076 -0.7573
C -1.29506 2.96114 3.66766 -1.7504
C 2.39425 -2.77868 0.40090 -0.7634
H 5.44809 -8.12994 -0.56051 0.3737
C -0.30008 -3.23106 -1.85900 -0.3126
H -0.51814 -2.67038 -2.77444 0.3881
C 1.80437 1.35575 -1.35086 0.3901
C 0.10656 3.41464 1.63242 -1.9083
C 3.99761 2.24227 -1.97221 -0.3674
O 3.07954 -4.06589 -1.86514 -0.9039
C -0.99786 0.38815 0.94627 -0.7723
H -1.01734 5.55769 2.62014 0.4472
H -2.98932 0.07006 -1.47979 0.4420
H -0.21797 -5.35467 -1.53702 0.2971
C -5.89211 0.69647 0.17453 -0.2669
H 4.01607 4.25590 -2.79681 0.3869
H 6.81968 -1.24936 0.26013 0.3034
O 0.13354 -3.40719 0.87545 -0.7034
H 4.24705 -6.17783 -1.51777 0.3002
H 6.37021 -6.63900 -0.35536 0.2898
C 0.98762 -2.93352 0.13567 0.4047
C 5.46758 -7.16912 -0.04198 -1.2192
H -3.15461 -1.26416 0.58937 0.4519
H -7.53481 1.87072 -0.55769 0.4299
H 1.52259 4.44165 -2.81152 0.4065
H 3.32697 -7.05936 -0.27891 0.2823
H -5.48626 3.47317 1.39367 0.2857
C 0.99932 0.47368 -0.54103 0.5164
O -5.10410 1.35750 3.19173 -0.6838
H -4.07380 4.54702 1.24796 0.4689
C -3.18612 0.33509 2.05715 -0.0621
C -4.59047 0.23216 -0.04705 0.4733
H 1.29245 -4.66082 -2.17568 0.1682
H 0.14312 2.54075 -2.14028 0.5701
C -6.54254 1.47616 -0.77297 -0.6621
C -2.27722 2.52181 1.39881 -1.4480
C -3.88426 -0.56787 1.02216 -1.4607
H 6.48915 -0.15240 -1.10821 0.2775
H -2.87103 -0.23699 2.94512 0.5658
C 3.20672 1.22259 -1.45889 -0.1804
H 0.77743 4.07289 2.20710 0.5620
O 4.97046 -3.03760 -0.34045 -0.3688
C 4.20773 -6.42548 -0.44438 -0.1435
H -2.30652 3.00382 4.08609 0.3699
H -1.20456 -3.28855 -1.23806 0.2405
H -4.72948 4.12974 2.86754 0.3484
H -4.61779 -1.15745 1.58997 0.6070
H 7.24425 -1.73882 -1.41210 0.3553
H 1.41658 -0.49150 -0.24002 -0.0750
H 3.65657 0.29286 -1.10442 0.0012
H -2.67942 5.02550 2.80682 0.4314
N -3.64809 2.61268 1.90127 0.9483
H 4.87427 -1.88131 -2.06208 0.3856
C 2.00699 3.54070 -2.44165 -0.5551
H 0.10907 3.76746 0.59147 0.3463
N -2.03974 1.05696 1.51367 0.6883
H 5.52298 -7.35717 1.03064 0.2882
H -1.98732 5.23376 1.17054 0.3222
O 4.00603 -5.18084 0.29196 -0.4951
H 4.39264 -1.08118 -0.53007 0.1445
C -0.24129 0.92322 -0.09032 -0.1517
O 0.66510 -2.43451 -1.13675 0.0222
H -6.39273 0.45131 1.11657 0.3997
H 0.53815 2.41149 1.66238 0.3343
H -0.65696 3.61046 4.28061 0.4515
H -0.78861 -0.62517 1.30002 0.8678
P 3.54678 -3.80690 -0.47723 0.9596
H -0.60868 1.84470 -0.54843 -0.2992
H 2.64309 -2.41549 1.38530 0.4310
C 0.19553 -4.60769 -2.22006 -1.0287
```


4.
A cluster of 2 separate species, C3H6NO5P in total at a distorted geometry, computed with ωB97M-V/def2-TZVPD.

ΔE to the lowest compared entry with this formula, charge and spin: 108.1 kcal/mol
LUMO energy: 6.608 eV
Frontier orbital gap: 7.3 eV
E_HOMO: -0.6 eV
Total charge: -2

```
16
Properties=species:S:1:pos:R:3:mulliken_charge:R:1
O -1.30891 -1.03384 -1.10814 -0.5292
O 1.38854 2.51289 -0.89213 -0.5360
H -0.61423 0.93116 -0.91658 0.4031
O 0.95789 2.72810 1.21768 -0.5460
O -2.69659 -1.40466 1.24070 -0.7517
H 1.63907 -2.08934 -0.63024 0.2720
H 1.83020 -0.31461 -1.18270 0.2597
C 1.55427 -0.98386 -0.32026 -1.0917
C 0.37564 -0.51358 0.50929 -0.4047
C -0.77370 0.11688 -0.23835 -0.1215
P -2.41034 -0.50222 0.11050 0.7920
H -0.20918 -1.25052 1.04281 0.3772
N 0.56945 2.31734 0.10329 0.0750
H 2.42174 -0.99534 0.29873 0.3685
O -3.51664 0.25861 -0.61122 -0.7951
H 0.79279 0.22300 1.37663 0.2284
```


5.
An isolated molecule of C2HFO3S at a distorted geometry, computed with ωB97M-V/def2-TZVPD.

ΔE to the lowest compared entry with this formula, charge and spin: 87.5 kcal/mol
LUMO energy: -1.184 eV
Frontier orbital gap: 9.2 eV
E_HOMO: -10.3 eV
Total charge: 0

```
8
Properties=species:S:1:pos:R:3:mulliken_charge:R:1
S 0.10196 0.15242 -1.88614 0.7256
C -0.71286 0.17037 1.15089 0.4751
O -1.06558 0.24447 -1.03490 -0.5420
O 0.51776 -1.19500 -2.28118 -0.4589
F -1.61418 -0.48399 1.73206 -0.1160
C 0.55373 0.19470 0.84132 0.0475
H 1.11804 0.34430 1.71981 0.3199
O 1.10112 0.57273 -0.24186 -0.4512
```


Question: Among the records above, which one has the lowest total charge?
Answer: C3H6NO5P


Question: What is the formula in the second record?
Answer: H6NO


Question: What is the total charge in the fifth record?
Answer: 0